Entry 1:
Density functional theory data (ωB97M-V with the def2-TZVPD basis set) for an isolated molecule of C4H4O2 in a non-equilibrium geometry.

## Properties
electronic energy = -305.10901 a.u.
E_HOMO (alpha / beta) = -0.299 / -0.391 Ha
F_max = 4.68 eV Å⁻¹
Kohn-Sham gap (alpha / beta) = 0.331 / 0.357 Ha
⟨S²⟩ = 2.0303
multiplicity = 3

Last column: Löwdin spin population.
Atoms and positions in Å:
C  1.354  0.048  -0.089  0.201
C  0.465  -0.902  -0.179  0.241
C  1.282  1.396  0.313  1.331
C  -1.693  0.012  0.138  0.011
O  -0.855  -0.991  0.129  0.048
O  -1.556  1.125  -0.206  0.038
H  2.403  -0.402  -0.293  0.023
H  0.747  -1.874  -0.273  0.015
H  0.459  1.947  -0.147  0.092
H  -2.605  -0.359  0.608  0.000

---

Entry 2:
Density functional theory data (ωB97M-V with the def2-TZVPD basis set) for an isolated molecule of C4H4O2 in a non-equilibrium geometry.

## Properties
electronic energy = -305.11668 a.u.
E_HOMO (alpha / beta) = -0.256 / -0.385 Ha
F_max = 3.66 eV Å⁻¹
Kohn-Sham gap (alpha / beta) = 0.262 / 0.266 Ha
⟨S²⟩ = 2.0192
multiplicity = 3

Last column: Löwdin spin population.
Atoms and positions in Å:
C  -1.454  -0.421  0.630  0.129
C  -0.873  0.247  -0.418  0.061
C  1.614  -0.219  0.060  0.286
C  0.573  0.713  -0.509  0.354
O  1.578  -1.371  -0.249  0.475
O  0.980  1.658  -1.140  0.613
H  -2.424  -0.758  0.762  0.012
H  -0.903  -0.650  1.485  0.008
H  -1.606  0.652  -1.250  0.009
H  2.514  0.149  0.629  0.054

---

Entry 3:
Density functional theory data (ωB97M-V with the def2-TZVPD basis set) for a structure of composition C4H4O2S in a non-equilibrium geometry.

## Properties
electronic energy = -703.33831 a.u.
E_HOMO = -0.347 Ha
F_max = 6.05 eV Å⁻¹
Kohn-Sham gap = 0.280 Ha

Last column: Löwdin charge in e.
Atoms and positions in Å:
C  -2.411  -0.218  0.036  0.029
C  -1.155  0.322  -0.317  -0.189
C  1.075  0.266  -0.170  -0.537
C  2.357  -0.515  -0.002  -0.542
H  -3.263  0.553  0.777  0.176
H  -2.306  -1.228  0.158  -0.008
H  -0.984  1.378  -0.009  0.115
H  2.011  -1.596  0.130  0.095
O  -0.040  -0.491  -0.404  0.003
O  0.852  1.435  -0.124  0.080
S  3.862  0.096  -0.075  0.778

---

Entry 4:
Density functional theory data (ωB97M-V with the def2-TZVPD basis set) for an isolated molecule of C4H4O2S in a non-equilibrium geometry.

## Properties
electronic energy = -703.34842 a.u.
E_HOMO (alpha / beta) = -0.295 / -0.295 Ha
F_max = 3.36 eV Å⁻¹
Kohn-Sham gap (alpha / beta) = 0.262 / 0.262 Ha

Last column: Löwdin charge in e.
Atoms and positions in Å:
C  -0.399  -1.009  -0.032  -0.036
C  0.457  -0.092  -0.015  -0.001
C  -1.872  -0.728  0.005  -0.702
C  1.692  0.595  -0.062  -0.046
O  -2.735  -1.574  -0.015  -0.005
O  -0.873  1.584  0.176  -0.618
S  -2.278  0.983  -0.046  0.949
H  -0.362  -2.137  0.066  0.178
H  2.186  0.726  0.913  0.115
H  1.661  1.542  -0.485  0.076
H  2.522  0.109  -0.507  0.090

---

Entry 5:
Density functional theory data (ωB97M-V with the def2-TZVPD basis set) for an isolated molecule of C4H4O2S in a non-equilibrium geometry.

## Properties
electronic energy = -703.32343 a.u.
E_HOMO = -0.341 Ha
F_max = 4.88 eV Å⁻¹
Kohn-Sham gap = 0.308 Ha
SMILES = C=C(C=O)OC=S

Last column: Löwdin charge in e.
Atoms and positions in Å:
C  1.233  1.021  -0.864  0.107
C  0.365  0.442  0.041  -0.342
C  0.917  -0.263  1.300  -0.196
O  0.129  -0.111  2.238  0.001
O  -1.000  0.511  -0.220  -0.151
C  -1.936  -0.535  -0.537  -0.472
S  -1.611  -2.210  -0.032  0.553
H  0.666  1.395  -1.827  0.117
H  2.300  0.897  -0.860  0.057
H  2.024  -0.928  1.530  0.199
H  -3.086  -0.219  -0.770  0.126

---

Entry 6:
Density functional theory data (ωB97M-V with the def2-TZVPD basis set) for a cluster of 2 separate species, C4H4O2S in total in a non-equilibrium geometry.

## Properties
electronic energy = -703.34278 a.u.
E_HOMO (alpha / beta) = -0.226 / -0.378 Ha
F_max = 5.73 eV Å⁻¹
Kohn-Sham gap (alpha / beta) = 0.256 / 0.297 Ha
⟨S²⟩ = 2.0101
multiplicity = 3

Last column: Löwdin spin population.
Atoms and positions in Å:
C  2.499  -0.920  0.212  0.011
C  0.136  1.243  0.296  0.586
C  -1.050  0.723  0.297  0.630
C  -1.518  -0.510  -0.407  0.114
O  2.021  -1.631  0.977  0.011
O  1.086  1.909  0.565  0.523
S  3.338  0.039  -0.651  0.011
H  -1.819  1.466  0.565  0.063
H  -1.880  -1.321  0.214  0.021
H  -0.618  -0.799  -0.889  0.009
H  -2.195  -0.200  -1.181  0.020

---

Entry 7:
Density functional theory data (ωB97M-V with the def2-TZVPD basis set) for a structure of composition C4H4O2S2 in a non-equilibrium geometry.

## Properties
electronic energy = -1101.56499 a.u.
E_HOMO (alpha / beta) = -0.316 / -0.316 Ha
F_max = 4.10 eV Å⁻¹
Kohn-Sham gap (alpha / beta) = 0.277 / 0.277 Ha

Last column: Löwdin charge in e.
Atoms and positions in Å:
C  -0.791  -1.869  0.048  -0.188
C  0.614  -1.714  0.477  -0.341
C  -0.570  0.127  -0.060  -0.576
C  0.579  -0.145  0.875  -0.629
O  -1.741  -2.505  -0.017  0.207
O  1.628  -2.316  0.208  0.087
S  -2.019  0.857  0.658  0.753
S  2.124  0.589  0.307  0.820
H  -0.459  0.579  -1.082  0.097
H  0.487  -0.038  1.889  0.067
H  -2.469  1.575  -0.399  -0.125
H  2.724  -0.540  0.356  -0.172

---

Entry 8:
Density functional theory data (ωB97M-V with the def2-TZVPD basis set) for an isolated molecule of C4H4O3 in a non-equilibrium geometry.

## Properties
electronic energy = -380.45381 a.u.
E_HOMO = -0.338 Ha
F_max = 12.21 eV Å⁻¹
Kohn-Sham gap = 0.364 Ha
SMILES = Cc1coc(=O)o1

Last column: Löwdin charge in e.
Atoms and positions in Å:
C  1.686  -0.515  0.049  -0.005
C  0.301  0.022  -0.102  -0.236
C  -0.394  1.065  -0.118  -0.260
O  -1.595  1.052  0.105  0.171
C  -2.058  -0.268  -0.056  -0.466
O  -3.160  -0.635  0.032  0.210
O  -0.842  -0.880  -0.115  0.108
H  1.586  -1.344  -0.582  0.054
H  2.328  0.382  -0.195  0.109
H  2.000  -0.941  1.132  0.139
H  0.148  2.062  -0.149  0.175

---

Entry 9:
Density functional theory data (ωB97M-V with the def2-TZVPD basis set) for an isolated molecule of C4H4O3 in a non-equilibrium geometry.

## Properties
electronic energy = -380.38865 a.u.
E_HOMO = -0.300 Ha
F_max = 2.13 eV Å⁻¹
Kohn-Sham gap = 0.318 Ha
SMILES = C#CO/C(O)=C/O

Last column: Löwdin charge in e.
Atoms and positions in Å:
C  0.948  -1.266  -2.233  0.157
C  0.202  -0.874  -1.363  -0.209
O  -0.913  -0.354  -0.841  0.059
C  -0.658  0.418  0.257  -0.373
O  -1.775  0.756  0.945  0.106
C  0.593  0.452  0.763  -0.128
O  0.869  0.854  2.043  0.015
H  1.750  -1.730  -2.733  0.027
H  -2.546  0.444  0.454  0.126
H  1.476  0.480  0.145  0.123
H  0.055  0.822  2.561  0.098

---

Entry 10:
Density functional theory data (ωB97M-V with the def2-TZVPD basis set) for an isolated molecule of C4H4O3.

## Properties
electronic energy = -380.46497 a.u.
E_HOMO = -0.371 Ha
F_max = 0.56 eV Å⁻¹
Kohn-Sham gap = 0.377 Ha
SMILES = O=CC1(C=O)CO1

Last column: Löwdin charge in e.
Atoms and positions in Å:
O  1.560  1.690  0.460  0.087
C  1.197  0.840  -0.315  -0.144
C  -0.090  0.076  -0.109  -0.353
C  -0.463  -0.957  -1.126  -0.164
O  0.288  -1.319  -2.000  0.076
C  -0.552  -0.008  1.292  -0.061
O  -1.212  0.815  0.368  0.026
H  1.798  0.540  -1.191  0.136
H  -1.503  -1.334  -1.041  0.143
H  -1.084  -0.885  1.656  0.128
H  0.060  0.541  2.005  0.126